Below is a structure of composition C40H30BCl5FeN2O2, with properties calculated with wB97M-V/def2-TZVPD.

## Properties
total charge	-1
Kohn-Sham gap (spin up / spin down)	7.90 / 7.21	eV
multiplicity	6
maximum force	3.69	eV/A
⟨S²⟩	8.764
energy relative to the best compared isomer or geometry (same formula, charge and spin)	141.5	kJ/mol

Each line ends with the Löwdin spin population.
Atoms and positions in Å:
Fe: -0.01 0.35 -0.76  4.1298
O: -1.72 0.46 0.29  0.2155
C: -1.89 0.71 1.68  0.0152
C: -0.63 1.35 2.28  0.0046
C: 0.44 0.29 2.32  0.0045
C: 1.15 0.02 3.50  0.0040
C: 2.11 -0.98 3.50  -0.0032
C: 2.31 -1.70 2.33  0.0042
C: 1.56 -1.40 1.19  0.0049
C: 1.80 -2.23 -0.02  0.0004
C: 1.01 -1.94 -1.31  0.0104
O: -0.37 -1.64 -1.01  0.1451
C: 1.04 -3.21 -2.14  0.0038
C: 1.92 -3.39 -3.21  0.0013
C: 1.95 -4.62 -3.87  0.0004
C: 1.15 -5.68 -3.47  0.0001
C: 0.26 -5.49 -2.40  0.0003
C: 0.21 -4.28 -1.75  0.0015
C: 1.53 -0.79 -2.19  0.0147
C: 0.61 -0.21 -3.09  0.0122
C: 1.01 0.79 -3.98  0.0071
C: 2.34 1.18 -4.02  0.0092
C: 3.28 0.54 -3.17  0.0071
C: 2.88 -0.43 -2.29  0.0079
N: 0.66 -0.40 1.18  0.0831
C: -2.19 -0.60 2.40  0.0028
C: -2.34 -0.62 3.80  0.0004
C: -2.53 -1.82 4.47  0.0003
C: -2.55 -3.03 3.77  -0.0002
C: -2.38 -3.01 2.38  0.0001
C: -2.20 -1.83 1.70  0.0002
C: -3.08 1.68 1.76  0.0050
C: -4.29 1.39 2.41  0.0021
C: -5.35 2.30 2.36  0.0002
C: -5.23 3.50 1.67  0.0015
C: -4.03 3.80 1.02  -0.0001
C: -2.97 2.91 1.07  0.0025
H: -0.77 1.70 3.33  -0.0002
H: -0.26 2.18 1.66  0.0006
H: 0.92 0.63 4.39  0.0005
H: 2.68 -1.17 4.40  -0.0002
H: 3.06 -2.49 2.29  0.0006
H: 1.57 -3.26 0.28  -0.0002
H: 2.89 -2.25 -0.18  0.0000
H: 2.56 -2.59 -3.57  0.0005
H: 2.61 -4.73 -4.74  0.0000
H: 1.19 -6.64 -3.98  0.0000
H: -0.40 -6.29 -2.05  0.0000
H: -0.48 -4.10 -0.92  0.0006
H: -0.39 -0.65 -3.18  0.0009
H: 0.28 1.29 -4.62  0.0001
H: 2.66 1.98 -4.70  0.0004
H: 4.33 0.85 -3.20  0.0003
H: 3.62 -0.91 -1.64  0.0003
H: -2.35 0.32 4.37  0.0000
H: -2.68 -1.81 5.55  0.0000
H: -2.69 -3.98 4.30  0.0000
H: -2.40 -3.95 1.82  0.0000
H: -1.98 -1.84 0.63  -0.0001
H: -4.46 0.44 2.91  0.0001
H: -6.29 2.06 2.87  0.0000
H: -6.06 4.22 1.66  0.0001
H: -3.90 4.74 0.48  0.0000
H: -2.03 3.13 0.55  0.0009
Cl: -1.89 1.33 -2.32  0.0429
C: -0.83 2.65 -1.99  0.0181
C: -0.09 2.63 -0.84  0.1133
C: 0.66 3.73 -0.45  0.0189
Cl: 1.45 3.86 1.05  0.0039
C: 0.80 4.81 -1.36  0.0047
Cl: 1.75 6.17 -0.95  0.0033
C: 0.13 4.80 -2.62  -0.0001
Cl: 0.28 6.09 -3.69  -0.0001
C: -0.70 3.70 -2.92  0.0021
Cl: -1.54 3.68 -4.40  0.0033
B: 4.34 1.31 0.77  0.0015
C: 2.95 1.27 0.14  0.0128
N: 1.89 1.21 -0.33  0.0704
H: 4.25 1.67 1.92  0.0006
H: 4.79 0.19 0.72  0.0005
H: 5.06 2.05 0.14  0.0002


Below is a structure of composition C40H30CsN8O7S2, with properties calculated with wB97M-V/def2-TZVPD.

## Properties
total charge	-1
Kohn-Sham gap	5.89	eV
maximum force	2.43	eV/A
energy relative to the best compared isomer or geometry (same formula, charge and spin)	0.0	kJ/mol

Each line ends with the Mulliken charge.
Atoms and positions in Å:
Cs: 0.83 0.12 0.16  1.4012
S: -1.79 1.95 -2.18  -0.2496
C: -2.67 3.18 -1.53  0.1661
N: -3.71 3.79 -2.11  0.2217
C: -4.24 5.04 -1.57  -0.8062
C: -3.08 5.84 -1.04  -0.6773
N: -2.44 5.06 0.00  0.2249
C: -1.96 5.78 1.17  -1.5775
C: -0.85 6.72 0.80  0.6528
C: -0.98 8.10 0.90  -0.3588
C: 0.06 8.94 0.53  -0.5774
C: 1.24 8.40 0.05  -0.3738
C: 1.39 7.02 -0.05  -0.7384
C: 0.35 6.19 0.32  -0.2489
C: -2.30 3.72 -0.12  0.2305
S: -1.77 2.71 1.04  -0.2550
C: -4.26 3.36 -3.40  -1.5693
C: -3.90 4.30 -4.51  0.7521
C: -4.89 5.01 -5.19  -0.2711
C: -4.56 5.89 -6.21  -0.5627
C: -3.23 6.06 -6.57  -0.3862
C: -2.24 5.36 -5.89  -0.7325
C: -2.56 4.49 -4.87  -0.1538
H: -4.97 4.84 -0.78  0.3021
H: -4.74 5.57 -2.38  0.4546
H: -3.43 6.77 -0.59  0.5345
H: -2.38 6.09 -1.84  0.2503
H: -1.61 5.04 1.89  0.4805
H: -2.80 6.32 1.63  0.4472
H: -1.91 8.52 1.27  0.3524
H: -0.05 10.01 0.61  0.3629
H: 2.06 9.05 -0.24  0.3728
H: 2.32 6.60 -0.41  0.4244
H: 0.46 5.11 0.25  0.5633
H: -5.35 3.30 -3.30  0.3899
H: -3.88 2.35 -3.58  0.4940
H: -5.93 4.87 -4.91  0.3482
H: -5.34 6.43 -6.73  0.3686
H: -2.97 6.74 -7.37  0.3731
H: -1.20 5.50 -6.17  0.3997
H: -1.79 3.93 -4.35  0.3442
N: 3.89 -9.62 -4.47  -0.5660
C: 3.52 -8.64 -3.99  -0.0477
C: 3.06 -7.40 -3.39  0.6253
C: 2.10 -7.44 -2.39  -0.8060
C: 1.66 -6.26 -1.82  0.0742
C: 2.16 -5.04 -2.25  -0.3036
C: 3.13 -5.01 -3.25  0.0781
C: 3.58 -6.19 -3.82  -0.7850
C: 1.66 -3.76 -1.65  1.1526
C: 0.74 -3.07 -2.44  -0.3238
C: 0.19 -3.55 -3.67  -0.8127
C: -0.70 -2.60 -4.10  -0.9218
C: -0.66 -1.58 -3.11  -0.1843
N: 0.17 -1.83 -2.13  0.0780
C: 2.19 -3.45 -0.39  -0.2736
C: 3.18 -4.22 0.31  -0.6690
C: 3.39 -3.59 1.51  -0.9117
C: 2.52 -2.46 1.50  -0.3218
N: 1.82 -2.37 0.38  -0.3443
H: 1.70 -8.39 -2.06  0.4351
H: 0.91 -6.27 -1.03  0.4815
H: 3.52 -4.06 -3.58  0.4852
H: 4.33 -6.17 -4.60  0.4314
H: 0.44 -4.49 -4.15  0.4403
H: -1.30 -2.62 -5.00  0.4018
H: -1.24 -0.66 -3.12  0.2230
H: 3.66 -5.12 -0.04  0.4570
H: 4.06 -3.88 2.30  0.4186
H: 2.39 -1.73 2.29  0.3569
O: 5.98 3.10 5.32  -0.6468
N: 5.05 2.54 5.89  1.0050
O: 5.01 2.34 7.09  -0.6593
C: 3.93 2.09 5.08  -0.5299
C: 2.85 1.45 5.71  -0.5789
C: 1.81 1.06 4.94  -0.1401
C: 1.70 1.21 3.50  0.8542
O: 0.76 0.76 2.84  -0.7379
C: 2.88 1.87 2.96  -0.1547
C: 3.95 2.28 3.72  -0.3939
N: 2.98 2.09 1.52  0.9991
O: 4.08 2.10 1.01  -0.6093
O: 1.95 2.22 0.88  -0.6439
N: 0.65 0.44 5.60  0.9890
O: -0.41 1.03 5.52  -0.5648
O: 0.81 -0.63 6.15  -0.5824
H: 2.85 1.28 6.77  0.5455
H: 4.80 2.75 3.24  0.6079


Below is a cluster of 7 separate species, C40H30O15 in total, with properties calculated with wB97M-V/def2-TZVPD.

## Properties
Kohn-Sham gap	8.41	eV
structure (SMILES)	C[C@H]1COC(=O)O1.O=C1C=CC(=O)C=C1.O=C1C=CC(=O)C=C1.O=C1C=CC(=O)C=C1.O=C1C=CC(=O)C=C1.O=C1C=CC(=O)C=C1.O=C1C=CC(=O)C=C1
maximum force	4.28	eV/A

Each line ends with the Mulliken charge.
Atoms and positions in Å:
C: 3.70 0.75 1.05  -0.4053
C: 4.86 0.25 1.59  -0.4719
C: 6.07 1.14 1.50  0.4074
O: 7.19 0.75 1.78  -0.5621
C: 5.97 2.56 0.97  -0.6100
C: 4.87 3.02 0.45  -0.6370
C: 3.59 2.17 0.53  0.4855
O: 2.54 2.68 0.24  -0.5832
H: 2.77 0.21 1.13  0.7070
H: 4.84 -0.72 2.09  0.4400
H: 6.93 3.07 0.93  0.4315
H: 4.78 3.99 -0.01  0.8163
C: -2.36 -3.45 2.55  0.0418
C: -3.25 -3.96 1.70  -0.1629
C: -4.65 -4.18 2.12  0.4500
O: -5.38 -4.87 1.47  -0.5737
C: -5.12 -3.70 3.46  -0.4491
C: -4.24 -3.14 4.29  -0.5177
C: -2.78 -3.08 3.92  0.3715
O: -1.99 -2.77 4.78  -0.5460
H: -1.27 -3.44 2.28  0.1155
H: -3.10 -4.15 0.63  0.3200
H: -6.13 -3.88 3.71  0.4723
H: -4.41 -2.91 5.34  0.4709
C: -4.31 1.82 0.75  -0.4099
C: -4.06 0.48 0.90  -0.1734
C: -5.13 -0.52 0.62  0.4314
O: -4.92 -1.72 0.68  -0.4409
C: -6.50 -0.03 0.25  -0.4352
C: -6.76 1.26 0.14  -0.3948
C: -5.69 2.26 0.43  0.2979
O: -5.96 3.43 0.47  -0.5558
H: -3.52 2.54 0.95  0.4572
H: -3.05 0.11 1.12  0.3959
H: -7.19 -0.86 0.14  0.4317
H: -7.69 1.68 -0.23  0.4159
C: 4.05 5.16 -5.10  -0.5814
C: 2.74 4.93 -5.02  -0.5039
C: 2.22 4.13 -3.92  0.0897
O: 1.06 3.87 -3.93  -0.4656
C: 3.23 3.58 -2.90  0.3490
C: 4.54 3.87 -2.95  -0.3372
C: 5.02 4.72 -4.04  0.2428
O: 6.19 5.07 -4.12  -0.5684
H: 4.54 5.78 -5.83  0.4020
H: 2.01 5.22 -5.70  0.5094
H: 2.81 3.05 -2.06  0.0450
H: 5.27 3.53 -2.24  0.7644
C: -1.68 -0.39 -5.45  -0.4690
C: -2.74 -0.63 -4.69  -0.4236
C: -3.30 0.49 -3.84  0.4696
O: -4.28 0.25 -3.18  -0.5637
C: -2.70 1.83 -3.95  -0.3974
C: -1.62 2.05 -4.68  -0.2082
C: -0.99 0.94 -5.43  0.5094
O: 0.04 1.13 -6.05  -0.5989
H: -1.21 -1.16 -6.08  0.3891
H: -3.33 -1.53 -4.70  0.4943
H: -3.14 2.67 -3.43  0.4466
H: -1.06 3.00 -4.70  0.3817
C: 0.80 0.82 -2.05  0.2269
C: -0.22 0.53 -1.34  -0.3563
C: -0.30 -0.68 -0.52  0.1084
O: -1.31 -1.04 0.10  -0.4154
C: 0.94 -1.57 -0.47  -0.5230
C: 1.99 -1.29 -1.27  -0.5046
C: 2.00 0.05 -1.92  0.2651
O: 3.09 0.46 -2.22  -0.5896
H: 0.87 1.73 -2.67  0.2679
H: -1.13 1.14 -1.39  0.6268
H: 0.80 -2.41 0.20  0.4512
H: 2.91 -1.83 -1.34  0.4612
C: 1.41 -3.43 6.59  -1.4132
C: 2.14 -3.42 5.30  0.5789
C: 1.59 -4.28 4.22  -0.2822
O: 1.94 -3.60 3.04  -0.3460
C: 2.22 -2.30 3.30  0.6016
O: 2.46 -1.51 2.49  -0.4340
O: 2.18 -2.10 4.67  -0.3913
H: 0.40 -3.10 6.43  0.2977
H: 1.86 -2.78 7.35  0.3530
H: 1.36 -4.49 6.87  0.3707
H: 3.19 -3.68 5.53  0.1878
H: 0.49 -4.32 4.27  0.1407
H: 2.01 -5.28 4.16  0.3113


Below is a structure of composition C40H32BrN5O3PSSn, with properties calculated with wB97M-V/def2-TZVPD.

## Properties
total charge	+1
Kohn-Sham gap	7.44	eV
maximum force	1.10	eV/A
energy relative to the best compared isomer or geometry (same formula, charge and spin)	86.3	kJ/mol

Each line ends with the Mulliken charge.
Atoms and positions in Å:
Sn: 0.15 1.04 -0.84  2.8655
C: 2.93 3.39 1.98  -1.8298
C: 1.80 2.73 1.26  1.0527
N: 2.00 1.91 0.30  1.4223
N: 3.25 1.58 -0.06  -1.8920
C: 3.40 0.91 -1.16  0.4518
N: 4.65 0.53 -1.47  -0.3411
S: 2.13 0.44 -2.25  -0.4754
C: 0.40 2.96 1.63  0.3709
C: 0.03 3.82 2.66  -0.7254
C: -1.31 3.97 2.97  -0.9336
C: -2.26 3.25 2.26  -0.8832
C: -1.82 2.42 1.25  -0.8032
N: -0.53 2.29 0.95  1.1090
H: 3.80 3.43 1.33  0.4722
H: 2.68 4.40 2.30  0.5313
H: 3.20 2.80 2.86  0.1776
H: 5.40 0.85 -0.89  0.2315
H: 4.84 0.08 -2.35  0.2443
H: 0.78 4.37 3.21  0.4247
H: -1.61 4.64 3.76  0.4665
H: -3.31 3.34 2.47  0.5094
H: -2.51 1.84 0.65  0.5632
O: -0.23 -0.33 0.92  0.1089
P: 0.33 -1.47 1.76  1.0215
C: -1.02 -2.29 2.60  0.1886
C: -2.08 -2.73 1.81  -0.6908
C: -3.16 -3.37 2.40  -0.6937
C: -3.19 -3.55 3.78  -0.5822
C: -2.14 -3.10 4.57  -0.7377
C: -1.05 -2.47 3.98  -0.4737
C: 1.18 -2.67 0.73  0.2078
C: 0.73 -3.98 0.55  -0.7456
C: 1.34 -4.79 -0.39  -0.7693
C: 2.39 -4.30 -1.16  -0.6526
C: 2.86 -3.00 -0.97  -0.8095
C: 2.26 -2.20 -0.02  -0.1905
C: 1.49 -0.86 2.99  0.3916
C: 1.20 0.37 3.59  -0.4783
C: 2.05 0.88 4.56  -0.7668
C: 3.17 0.16 4.94  -0.5894
C: 3.46 -1.06 4.35  -0.6681
C: 2.62 -1.58 3.37  -0.5138
H: -2.06 -2.56 0.74  0.6004
H: -3.98 -3.72 1.79  0.4485
H: -4.04 -4.03 4.24  0.4096
H: -2.16 -3.24 5.64  0.4318
H: -0.22 -2.12 4.59  0.4701
H: -0.08 -4.36 1.15  0.4518
H: 1.00 -5.81 -0.53  0.4601
H: 2.84 -4.93 -1.92  0.4336
H: 3.68 -2.62 -1.56  0.4237
H: 2.64 -1.19 0.17  0.6342
H: 0.30 0.90 3.30  0.6051
H: 1.82 1.82 5.04  0.4888
H: 3.82 0.55 5.71  0.4332
H: 4.33 -1.63 4.66  0.4511
H: 2.83 -2.53 2.91  0.5168
C: -1.00 -0.37 -1.83  -1.9610
C: -1.37 -1.26 -2.55  0.7448
C: -1.85 -2.28 -3.44  0.3208
C: -3.20 -2.65 -3.43  -0.4579
C: -3.66 -3.61 -4.31  -0.5340
C: -2.78 -4.21 -5.21  -0.4765
C: -1.44 -3.85 -5.22  -0.5672
C: -0.97 -2.88 -4.34  -0.3936
H: -3.88 -2.17 -2.73  0.4601
H: -4.70 -3.89 -4.31  0.4040
H: -3.14 -4.95 -5.91  0.3993
H: -0.76 -4.31 -5.92  0.4010
H: 0.07 -2.59 -4.34  0.4614
Br: -1.56 3.84 -7.18  -0.1680
C: -1.82 4.52 -5.44  -0.1101
C: -2.52 5.70 -5.25  -0.1310
N: -2.73 6.22 -4.04  -0.6069
C: -2.23 5.58 -2.98  -0.2558
C: -1.52 4.39 -3.09  -0.0101
C: -1.32 3.84 -4.35  -0.2300
C: -0.99 3.74 -1.85  0.5218
O: -1.01 4.31 -0.78  -0.6012
O: -0.51 2.53 -2.07  -0.4500
H: -2.92 6.25 -6.09  0.3754
H: -2.41 6.02 -2.01  0.4940
H: -0.78 2.91 -4.46  0.5461


Below is a structure of composition C40H32N4OP2S2Sc, with properties calculated with wB97M-V/def2-TZVPD.

## Properties
total charge	+1
Kohn-Sham gap	6.25	eV
maximum force	4.25	eV/A
energy relative to the best compared isomer or geometry (same formula, charge and spin)	0.0	kJ/mol

Each line ends with the Mulliken charge.
Atoms and positions in Å:
Sc: -1.70 -0.42 -0.19  0.0663
N: 1.23 -0.78 1.90  -0.2286
P: 1.47 -1.40 0.33  0.9423
C: 1.96 -3.09 0.57  0.3167
C: 1.70 -3.83 1.75  -0.1243
C: 2.30 -5.10 1.92  -0.6467
C: 3.11 -5.62 0.91  -0.4679
C: 3.32 -4.91 -0.27  -0.6653
C: 2.71 -3.66 -0.46  -0.6917
C: 3.05 -0.62 -0.16  0.4405
C: 3.10 0.22 -1.28  -0.0568
C: 4.25 0.95 -1.57  -0.4997
C: 5.37 0.84 -0.77  -0.5570
C: 5.41 -0.11 0.26  -0.7674
C: 4.25 -0.85 0.54  -0.4891
P: 0.15 0.57 1.99  0.8325
C: -0.31 0.61 3.72  0.5104
C: -0.44 1.81 4.43  -0.7264
C: -0.75 1.78 5.80  -0.6399
C: -0.95 0.56 6.43  -0.4436
C: -0.86 -0.65 5.72  -0.6656
C: -0.61 -0.63 4.36  -0.3636
C: 1.25 1.99 1.87  0.2219
C: 2.32 2.28 2.76  -0.3070
C: 3.19 3.34 2.47  -0.8700
C: 3.00 4.10 1.32  -0.5380
C: 1.91 3.85 0.49  -0.5565
C: 1.08 2.76 0.74  -0.2716
H: 1.77 -1.09 2.71  0.4046
H: 1.00 -3.43 2.50  0.2653
H: 2.11 -5.67 2.81  0.4374
H: 3.59 -6.59 1.03  0.3791
H: 3.88 -5.35 -1.08  0.4223
H: 2.86 -3.14 -1.38  0.4795
H: 2.21 0.40 -1.88  0.1206
H: 4.28 1.60 -2.45  0.4296
H: 6.26 1.40 -1.01  0.4307
H: 6.27 -0.26 0.89  0.4405
H: 4.32 -1.59 1.35  0.3338
H: -0.27 2.78 3.94  0.4373
H: -0.83 2.73 6.35  0.3974
H: -1.25 0.55 7.49  0.3710
H: -1.00 -1.60 6.22  0.4248
H: -0.58 -1.56 3.75  0.2608
H: 2.38 1.65 3.64  0.5149
H: 3.96 3.62 3.17  0.4298
H: 3.66 4.90 1.10  0.4801
H: 1.71 4.49 -0.36  0.4205
H: 0.26 2.63 0.03  0.3076
S: -2.19 -2.68 -1.03  -0.2819
C: -1.59 -2.71 -2.66  0.5096
C: -1.87 -3.84 -3.50  -0.8985
C: -1.43 -3.93 -4.82  0.6166
C: -1.72 -5.15 -5.48  -0.2137
N: -2.03 -6.13 -5.99  -0.4773
C: -0.68 -2.87 -5.38  0.5725
C: -0.43 -1.74 -4.63  -0.8704
C: -0.83 -1.61 -3.27  0.5527
S: -0.54 -0.12 -2.42  -0.2534
C: -0.31 -2.92 -6.75  -0.2407
N: 0.05 -3.09 -7.82  -0.4689
H: -2.37 -4.73 -3.08  0.4295
H: 0.12 -0.98 -5.15  0.5334
C: -3.75 0.30 2.20  -0.5492
O: -3.18 -0.64 1.32  -0.1812
H: -3.35 0.14 3.21  0.2580
H: -4.83 0.17 2.21  0.3367
H: -3.49 1.30 1.86  0.2024
H: -3.48 -1.55 1.52  0.2400
N: -2.91 1.36 -0.82  -0.2486
C: -3.36 2.33 -1.33  0.0332
C: -4.01 3.34 -2.12  0.7842
C: -5.38 3.18 -2.28  -0.3965
C: -6.09 4.13 -3.01  -0.6090
C: -5.38 5.18 -3.63  -0.3413
C: -4.00 5.32 -3.45  -0.6168
C: -3.31 4.43 -2.66  -0.4822
H: -5.89 2.36 -1.78  0.4292
H: -7.19 4.08 -3.08  0.3812
H: -5.93 5.89 -4.24  0.3938
H: -3.49 6.17 -3.84  0.4279
H: -2.25 4.57 -2.49  0.4869


The highest maximum force belongs to which entry?
C40H30O15